27
Properties=species:S:1:pos:R:3:forces:R:3 method="wB97M-V/def2-TZVPD" mol_weight_g_mol=355.22 s_squared=3.765 total_charge=+1 e_tot_ha=-637.9691 e_homo_ev="-10.9 / -10.8" spin_multiplicity=4 gap_ev="7.41 / 6.63" lumo_ev="-3.47 / -4.21"
C 0.951092 -0.868521 -2.287953 0.56 -1.19 -1.24
Re 0.102483 -0.143423 -0.421338 0.25 0.23 1.12
N -0.628988 0.218363 1.609337 -0.55 0.13 0.65
N -1.876288 0.303160 -1.002719 -2.49 0.20 -1.00
H -0.435987 1.169467 1.944456 0.07 -0.11 -0.21
H 0.809239 -1.563147 -1.280892 0.43 0.35 -0.90
H 1.997031 -1.133028 -2.526274 -0.51 -0.12 0.07
H 1.019628 0.247026 -2.350673 -0.27 0.17 0.71
H 0.282202 -1.198685 -3.093281 0.23 -0.11 0.22
H -2.191849 1.230861 -0.714195 0.12 -0.05 0.05
H -2.590166 -0.341807 -0.652872 0.03 0.02 -0.01
H -2.021687 0.296231 -2.013564 0.03 0.01 -0.03
H -1.627724 0.065793 1.774665 0.19 0.01 0.00
H -0.161590 -0.392064 2.286439 0.04 0.03 -0.27
O 1.573501 2.254074 0.954384 -0.77 -1.28 -1.16
B 1.626835 0.945547 0.355903 2.67 0.93 1.04
O 2.881040 0.333640 0.684211 -1.32 0.24 -0.75
C 3.454637 1.168176 1.580961 0.14 0.94 1.16
C 4.474516 0.860028 2.460533 0.00 0.04 -0.10
C 4.705076 1.759623 3.506461 -0.01 -0.08 -0.23
C 3.976314 2.946559 3.624391 -0.01 -0.10 -0.26
C 2.965133 3.261504 2.712604 -0.09 0.04 -0.21
C 2.690122 2.333621 1.723305 1.14 -0.50 1.06
H 5.008486 -0.084350 2.345064 -0.07 0.32 0.19
H 5.447407 1.496703 4.248211 0.04 0.16 -0.01
H 4.167055 3.624625 4.448205 0.08 -0.07 -0.10
H 2.379747 4.177585 2.767121 0.11 -0.22 0.19

29
Properties=species:S:1:pos:R:3:forces:R:3 method="wB97M-V/def2-TZVPD" mol_weight_g_mol=235.18 total_charge=+1 e_tot_ha=-1086.2382 e_homo_ev=-11.2 e_above_lowest_kj_mol=423.5 gap_ev=1.61 lumo_ev=-9.60
Be -1.882176 5.572136 -3.904377 0.34 -0.35 0.16
F 1.360864 3.005986 -2.830327 -0.25 0.22 -0.06
C -3.444996 -1.545004 -1.208727 -0.20 -0.46 -0.52
O -4.209316 -1.192464 -0.011187 0.60 1.37 -0.60
P -4.389366 0.420116 0.285093 -0.50 0.49 -1.79
O -4.004976 1.305716 -0.898587 -1.03 -1.99 3.05
O -3.465216 0.605536 1.639253 -2.55 0.25 -0.93
C -2.106346 0.417476 1.427663 2.31 0.06 -0.45
O -6.002586 0.522936 0.736813 3.19 0.24 -1.06
C -6.305436 -0.049084 1.994753 0.08 -0.70 1.18
H -2.895286 -0.706714 -1.636747 -0.25 0.10 0.23
H -4.091796 -1.969084 -1.976797 -0.50 0.47 0.10
H -2.749896 -2.372154 -1.064667 0.08 0.17 0.99
H -1.909416 -0.240454 0.581243 0.05 -0.24 0.17
H -1.561516 0.066936 2.304253 -0.74 -0.58 0.27
H -1.539616 1.325656 1.222453 -0.59 0.53 -0.35
H -5.539426 -0.782784 2.245763 0.00 0.11 0.39
H -7.240846 -0.607674 2.027793 -0.16 0.26 -0.71
H -6.375216 0.732426 2.751363 0.22 -0.04 0.01
N 5.886944 0.161936 -0.618217 1.91 0.20 0.76
C 7.003814 0.599896 0.104033 -0.89 0.20 -0.76
C 7.937654 -0.457804 0.175653 0.58 1.50 0.40
C 7.348204 -1.551384 -0.333357 -2.02 -1.43 -2.64
C 6.106794 -1.121854 -0.953097 -0.69 0.26 1.16
H 5.129794 0.742086 -0.950247 -0.03 -0.03 0.21
H 7.021344 1.602416 0.505353 0.20 -0.04 -0.12
H 8.988734 -0.328574 0.387633 -0.21 -0.11 0.71
H 7.652994 -2.566194 -0.542287 0.57 0.17 0.41
H 5.276274 -1.590034 -1.460487 0.48 -0.63 -0.18

24
Properties=species:S:1:pos:R:3:forces:R:3 method="wB97M-V/def2-TZVPD" mol_weight_g_mol=197.18 e_tot_ha=-1484.9729 e_homo_ev=-7.7 e_above_lowest_kj_mol=391.2 gap_ev=7.98 lumo_ev=0.28
C -2.393095 -0.632408 -0.592864 -0.38 0.23 -0.44
C -1.171429 -1.022627 -0.870293 1.50 0.78 -2.86
C 0.244320 3.393862 -0.342575 -0.90 1.77 -1.45
C 0.936925 -2.453272 -0.687038 0.53 1.70 4.81
C -0.359010 -2.007795 1.275508 1.67 -2.19 0.42
C 0.482866 2.312040 0.707395 -0.99 2.63 1.58
C -0.075525 -1.469272 -0.049267 2.30 1.38 -0.51
Si 1.279272 0.784680 0.193277 -2.08 -3.30 -0.51
Cl 2.875898 0.453158 1.343084 1.04 -0.29 0.50
Cl 1.626935 0.930689 -1.777648 0.68 0.12 -1.09
H -3.120812 -0.268621 -1.290549 0.11 0.06 -0.61
H -2.714319 -0.576364 0.386692 -0.73 -0.23 2.13
H -0.801330 -0.876229 -1.919692 -0.71 -0.36 0.67
H 1.102721 3.653881 -0.993907 -0.58 -0.38 0.22
H -0.732266 3.323600 -0.955080 1.78 -0.77 0.52
H -0.018529 4.322922 0.171830 0.40 0.05 0.29
H 1.748407 -2.448198 0.106913 -0.16 0.22 -1.30
H 1.347018 -2.350234 -1.600074 1.05 0.96 -3.24
H 0.657655 -3.443548 -0.549787 -1.38 -2.02 -0.11
H 0.539051 -2.602687 1.630709 -1.08 0.85 -0.03
H -0.627142 -1.332143 1.993808 -0.60 1.93 1.92
H -1.162464 -2.704885 1.228861 -0.86 -0.86 -0.18
H -0.562752 2.167984 0.937810 -0.34 -0.96 0.78
H 0.897606 2.845469 1.652885 -0.28 -1.33 -1.53

24
Properties=species:S:1:pos:R:3:forces:R:3 method="wB97M-V/def2-TZVPD" mol_weight_g_mol=196.68 e_tot_ha=-1474.8003 e_homo_ev="-7.8 / -7.8" gap_ev="7.19 / 7.20" lumo_ev="-0.61 / -0.61"
C -1.291856 2.089823 -1.147797 0.38 -2.46 0.14
C -0.666882 0.889839 -2.004532 -2.88 0.80 -0.81
C -0.294012 2.358475 0.002366 -0.52 -0.36 0.09
C -0.138885 -0.323479 -1.250690 -1.83 -1.46 -0.86
C 0.283059 1.157349 0.776847 -1.15 -2.00 -1.75
C 0.800152 0.106271 -0.204928 1.58 -2.22 1.94
C -0.002027 -2.565904 2.095631 0.25 -1.08 1.93
P 1.404497 -2.166269 1.064386 -0.42 2.16 -0.32
S 2.969596 -2.416912 2.162144 0.48 0.42 -0.05
Cl 1.361864 -3.527051 -0.420181 -0.29 -0.40 -0.77
H -1.421212 3.010823 -1.704261 0.19 0.00 -0.40
H -2.367594 1.820920 -0.807710 1.89 0.16 -0.17
H -1.467298 0.505163 -2.693178 0.49 0.28 0.57
H 0.073972 1.199821 -2.712335 0.76 0.75 -0.09
H 0.655235 2.766061 -0.405591 -1.04 0.98 0.21
H -0.926749 2.907361 0.713430 1.19 0.79 0.07
H -1.058316 -0.958226 -0.902345 1.57 1.25 0.06
H 0.259905 -0.957879 -2.070756 0.37 0.16 0.90
H 1.074734 1.463540 1.396530 0.81 0.46 1.02
H -0.497017 0.645232 1.338700 -0.14 0.19 0.38
H 1.892588 0.000578 -0.352483 -0.82 0.71 -0.44
H -1.008255 -2.597841 1.682579 0.13 0.12 -0.26
H 0.291505 -3.614526 2.515717 -0.74 1.87 -0.50
H 0.072994 -1.793168 2.928457 -0.25 -1.11 -0.88

30
Properties=species:S:1:pos:R:3:forces:R:3 method="wB97M-V/def2-TZVPD" mol_weight_g_mol=452.63 total_charge=+1 e_tot_ha=-1420.9993 e_homo_ev=-12.9 gap_ev=1.36 lumo_ev=-11.57
Tl -0.085717 -1.967151 1.199439 0.03 0.02 -0.03
F 2.986711 -4.145289 3.958430 -0.10 0.09 -0.19
F 0.158996 -0.156308 -3.149263 0.07 -0.14 0.18
O 3.776676 -4.934488 -2.326298 2.34 0.63 -1.60
C 4.842464 -4.793173 -2.934399 -0.27 -1.09 2.09
O 6.042461 -5.062433 -2.296944 -1.84 0.69 -0.64
C 7.106580 -5.092557 -3.243910 0.57 -1.57 -0.69
C 6.518287 -4.752769 -4.618129 2.20 0.67 -0.24
C 5.113605 -4.367771 -4.393434 -1.89 -0.44 0.60
H 7.490370 -6.110868 -3.305919 -0.21 -0.25 0.30
H 7.988881 -4.554335 -2.897556 -0.50 0.74 0.14
H 6.619106 -5.565370 -5.337583 -0.16 -0.19 0.35
H 7.168819 -3.981906 -5.031252 -0.39 0.44 -0.20
H 4.477680 -4.948160 -5.061902 -0.36 0.20 0.19
H 4.756270 -3.338220 -4.414033 0.47 0.21 -0.26
O -6.772220 2.161229 1.894726 2.41 1.35 0.64
S -5.529818 2.726483 2.434875 -1.70 -1.18 0.73
O -4.239477 2.231940 1.967075 -1.30 0.90 0.48
O -5.639373 4.321199 2.350575 -0.23 -0.22 -0.22
C -4.478945 5.115444 2.637489 1.60 0.26 -0.76
C -4.575736 6.587892 2.244353 0.24 0.02 0.18
C -5.606031 2.534211 4.255931 0.40 -0.48 -1.05
H -3.640699 4.653416 2.115990 -0.03 0.09 -0.43
H -4.103684 5.079300 3.660214 -0.97 -0.27 0.54
H -3.679951 7.033613 2.676796 0.03 0.09 0.26
H -5.424362 7.118587 2.675991 -0.08 -0.21 -0.07
H -4.465364 6.839902 1.189652 -0.48 -0.52 -0.12
H -4.793428 3.125391 4.678152 -0.07 -0.19 0.08
H -5.440710 1.463095 4.372018 0.19 0.08 0.27
H -6.571390 2.779097 4.698914 0.05 0.25 -0.50

28
Properties=species:S:1:pos:R:3:forces:R:3 method="wB97M-V/def2-TZVPD" mol_weight_g_mol=229.27 e_tot_ha=-1069.4344 e_homo_ev=-9.8 e_above_lowest_kj_mol=166.0 gap_ev=9.59 lumo_ev=-0.18
C 1.550561 -1.576906 -0.290937 0.03 -0.26 0.32
C 1.144782 -0.097621 1.829761 2.76 -3.51 2.70
C -1.915020 -1.249362 -0.840248 1.68 0.45 0.16
C -1.896278 1.981121 -1.217960 -4.17 -1.86 2.10
C -2.112829 0.532642 1.538947 4.23 -3.96 -0.47
C 1.566338 -0.200016 0.428554 -2.50 2.64 -3.06
C 2.773394 0.676871 -0.006402 0.14 -0.42 1.10
N 1.579667 -1.616713 -1.627539 -1.15 2.93 -2.06
O 1.605225 -2.599839 0.340508 0.17 -0.27 1.32
O 0.283231 0.861337 -0.447802 3.67 -2.68 1.81
F 2.883451 0.930396 -1.279300 -0.15 -0.59 -1.32
F 3.865052 -0.007071 0.407440 0.24 -0.29 -0.17
F 2.850161 1.863376 0.571188 -0.60 0.48 1.02
Si -1.287271 0.513706 -0.206463 -2.38 -0.50 -0.44
H 0.948403 0.855291 2.162217 -0.77 2.22 0.25
H 0.424836 -0.840349 2.166595 -0.61 0.22 -0.70
H 1.976082 -0.440629 2.628832 -0.96 0.69 -2.17
H -2.936322 -1.397217 -0.381678 1.29 -0.24 -0.42
H -1.998926 -1.266122 -1.972452 0.24 -0.32 1.36
H -1.047163 -1.985443 -0.431293 -2.47 1.23 -1.02
H -1.632053 2.917247 -0.935435 1.44 2.78 1.70
H -1.663624 2.000976 -2.188323 1.35 -0.65 -4.01
H -3.027189 2.144682 -1.281052 1.01 -0.78 0.39
H -3.014098 0.939443 1.359902 -3.20 1.69 -0.06
H -2.242462 -0.618055 1.811851 0.33 2.55 -0.16
H -1.414606 1.053142 2.192549 -0.68 0.06 0.48
H 1.059891 -0.916386 -2.197833 0.97 -0.35 1.08
H 1.676756 -2.458511 -2.133629 0.09 -1.24 0.26

34
Properties=species:S:1:pos:R:3:forces:R:3 method="wB97M-V/def2-TZVPD" mol_weight_g_mol=461.02 total_charge=+1 e_tot_ha=-2257.4929 e_homo_ev=-12.4 gap_ev=8.32 lumo_ev=-4.03
O 5.311465 0.754722 -1.417619 0.07 -0.19 0.38
P 4.140379 1.118245 -2.186725 0.63 0.58 -0.20
O 4.332451 2.406021 -3.116656 -0.61 -0.15 -0.12
O 3.634602 -0.031165 -3.165310 -0.34 0.00 0.09
P 2.511402 1.583680 -0.790225 0.01 -1.07 0.94
C 0.970832 1.478969 -1.774918 0.58 0.58 0.00
N 0.265203 2.592227 -2.208326 0.12 -0.71 0.03
C -0.823857 2.206482 -2.864413 -0.20 0.36 0.06
N -0.813625 0.892471 -2.846910 0.35 -0.12 0.20
F -1.762844 0.171746 -3.435554 -0.06 0.00 -0.13
C 0.282956 0.354443 -2.167704 -0.41 0.28 -0.43
P 0.695714 -1.413376 -1.802454 0.47 -0.42 0.49
O 0.998431 -2.038524 -3.282183 -0.12 0.82 0.20
I -1.515862 -2.238645 -1.229182 -0.06 0.07 0.00
H 4.498815 2.165235 -4.036467 0.26 0.16 -0.12
H 2.823965 0.204115 -3.630104 -0.03 -0.14 -0.23
H 2.686297 2.967637 -0.604619 -0.22 0.12 -0.49
H 0.558753 3.537760 -2.021573 -0.14 0.20 -0.12
H -1.572088 2.830523 -3.313591 -0.17 0.05 -0.08
H 0.601314 -1.514699 -3.985921 -0.18 -0.43 -0.38
O -2.621307 1.306860 2.830049 0.00 0.11 -0.10
C -2.274103 0.257523 3.295805 -0.16 -0.06 0.15
O -1.627603 -0.609161 2.488724 0.25 0.03 -0.26
C -1.019765 -1.821829 2.945915 -0.10 -0.27 0.12
C -2.024279 -2.949661 3.060479 -0.11 0.07 0.00
C -2.593030 -0.134787 4.717716 0.36 0.01 0.10
H -0.473933 -1.660123 3.876191 -0.06 0.06 0.03
H -0.279219 -2.069811 2.186456 0.00 0.10 -0.05
H -2.797451 -2.728425 3.795353 0.04 -0.02 0.06
H -1.527603 -3.874423 3.353336 0.02 0.00 -0.01
H -2.522562 -3.107864 2.103579 0.05 -0.03 -0.02
H -3.618316 -0.500015 4.754177 -0.02 0.00 0.00
H -2.514470 0.753408 5.338876 -0.15 0.06 -0.06
H -1.930661 -0.889559 5.133799 -0.08 -0.08 -0.06

26
Properties=species:S:1:pos:R:3:forces:R:3 method="wB97M-V/def2-TZVPD" mol_weight_g_mol=195.26 smiles="N[C@H](CCSCCCF)C(=O)O" e_tot_ha=-978.4109 e_homo_ev=-8.7 e_above_lowest_kj_mol=1.0 gap_ev=9.51 lumo_ev=0.81
C -0.230989 -1.932882 -1.363686 0.21 -0.26 1.38
C -1.658863 -1.437553 -1.140122 -1.34 0.60 -0.07
C -1.874922 -0.015193 -0.456957 -0.11 -0.59 -1.11
C -0.940936 2.218047 0.847878 0.03 -1.09 -0.39
C -0.282077 1.506534 2.018858 1.69 -1.37 -1.89
C 1.231998 1.682139 2.113302 -0.35 0.48 -1.00
C 0.598328 -1.662530 -0.085250 -1.21 -0.49 -0.38
H 1.229691 -1.598510 -2.770991 0.62 -0.20 0.04
H 0.318120 -0.297822 -2.350496 0.24 -0.80 -0.49
H -0.253252 -3.052750 -1.391589 0.03 0.80 -0.51
H -2.131996 -1.480288 -2.156946 0.25 0.16 0.97
H -2.244335 -2.098306 -0.450639 0.63 0.25 -0.73
H -1.777185 -0.186751 0.585569 0.14 -0.22 0.92
H -2.942903 0.280921 -0.599874 0.93 0.11 -0.30
H -0.585930 3.234131 0.749790 -0.08 0.31 -0.14
H -2.021645 2.176272 1.018503 0.13 0.40 -0.26
H -0.487008 0.418235 1.929028 0.05 0.62 0.49
H -0.608329 1.891618 2.925004 -1.17 0.61 1.83
H 1.643090 1.330430 3.029465 0.02 -0.12 1.03
H 1.500883 2.738520 1.956593 0.02 -0.23 0.10
H 2.262195 -1.129429 0.513758 -0.19 -0.20 -0.72
N 0.299230 -1.313265 -2.552398 -0.78 0.85 0.00
O 1.863390 -1.414667 -0.344409 1.15 0.47 0.80
O 0.136594 -1.733909 1.029749 0.14 0.08 0.12
F 1.916283 0.945996 1.145790 0.09 -0.04 -0.38
S -0.643604 1.343116 -0.782460 -1.12 -0.11 0.68

22
Properties=species:S:1:pos:R:3:forces:R:3 method="wB97M-V/def2-TZVPD" mol_weight_g_mol=112.20 s_squared=2.032 total_charge=+1 e_tot_ha=-329.3820 e_homo_ev="-10.5 / -13.9" spin_multiplicity=3 e_above_lowest_kj_mol=14.8 gap_ev="7.20 / 9.09" lumo_ev="-3.31 / -4.78"
C 0.241232 -0.834280 -0.014360 -1.63 -2.46 -0.09
C 1.337326 -1.691223 -0.018502 2.75 2.64 -0.17
C -0.176167 0.274420 0.651657 0.68 -0.44 -1.91
C -0.561395 -1.858122 -0.843902 -3.08 -0.11 -1.73
C 2.567917 -1.416766 -0.779825 0.77 0.25 1.49
C 0.722815 1.278504 1.253454 1.39 0.16 -1.48
C -1.936165 2.085030 0.054058 -0.26 0.27 1.67
N -1.570382 0.643967 0.404483 -3.51 -1.46 1.01
H 0.016198 -2.778337 -1.285293 -0.89 2.31 0.49
H -1.307785 -1.430105 -1.627983 1.34 -0.49 0.75
H -1.242235 -2.344196 -0.164118 -0.38 -0.43 0.51
H 2.688511 -0.634733 -1.538749 -1.37 -0.58 -0.76
H 3.075682 -2.318213 -1.005703 0.75 -0.67 -0.59
H 3.154882 -0.866834 -0.071174 1.25 -0.06 0.96
H 1.649090 0.748342 1.378699 0.53 -0.44 0.38
H 0.466574 1.639931 2.215814 -0.52 0.69 0.77
H 1.081283 2.072422 0.519227 -1.04 -0.54 0.96
H -1.625148 2.181298 -0.963478 0.26 0.44 -0.58
H -3.084254 2.254884 0.114255 2.19 -0.37 0.23
H -1.291656 2.735820 0.758520 -1.50 -0.85 -1.29
H -2.056662 -0.012474 -0.261682 1.25 0.78 -0.18
H -2.149659 0.270666 1.224602 1.03 1.35 -0.46